{
  "formula": "C3H6ClO2S",
  "method": "ωB97M-V/def2-TZVPD",
  "elements": ["C", "C", "C", "O", "O", "S", "Cl", "H", "H", "H", "H", "H", "H"],
  "coordinates": [[0.1007, -0.2750, -1.4897], [1.5852, 0.1816, 1.5430], [-0.4464, -0.4429, -0.1015], [-1.4460, 1.9802, 0.3690], [-2.9552, 0.3377, -0.7067], [-2.0736, 0.5978, 0.4248], [-0.7052, -2.1036, 0.3837], [0.8828, 0.5988, -1.2844], [0.6972, -1.2185, -1.8771], [-0.7097, 0.0107, -2.2100], [2.1569, 0.4989, 0.7210], [1.6577, -0.9709, 1.8707], [1.2556, 0.8053, 2.3571]],
  "atomic_forces_ev_per_a": [[2.31, 0.41, 0.23], [-1.39, -4.04, 1.23], [-0.49, 0.08, 0.70], [-0.88, -1.29, 0.11], [-0.69, -0.35, -1.07], [2.68, 1.63, 0.63], [0.04, -0.42, 0.02], [-1.65, -1.56, -1.23], [-1.24, 1.87, 0.79], [0.75, -0.08, 0.58], [0.64, 0.52, -0.68], [-0.03, 2.81, -1.02], [-0.05, 0.42, -0.30]],
  "lumo_energy_ev": [3.5, 3.5],
  "homo_lumo_gap_ev": [7.02, 7.18],
  "e_homo_ha": [-0.1291, -0.1336],
  "total_charge": -1,
  "e_tot_ha": -1126.66008
}